{
  "formula": "C9H24AuCl2N5OP2",
  "method": "ωB97M-V with the def2-TZVPD basis set",
  "symbols": ["H", "H", "H", "H", "C", "C", "N", "H", "P", "H", "Au", "H", "C", "N", "H", "C", "H", "Cl", "Cl", "H", "N", "H", "H", "H", "N", "O", "H", "H", "H", "H", "H", "H", "H", "H", "H", "C", "N", "C", "C", "C", "H", "P", "C", "H"],
  "coordinates": [[-0.304, 1.503, -2.790], [-3.335, 0.764, 0.562], [2.065, 2.961, -0.029], [-3.157, -2.758, -1.558], [-3.498, -0.226, 0.133], [-2.199, -2.480, -1.107], [1.715, -3.718, 0.172], [-2.553, 1.059, -2.561], [-2.083, -0.669, -0.920], [-3.488, -0.420, -2.897], [0.000, 0.000, 0.000], [2.732, -5.558, 0.216], [0.116, -2.803, 1.185], [0.816, -3.949, 1.109], [3.583, 2.584, 0.839], [0.748, 1.218, -2.775], [-4.423, -0.243, -0.453], [-1.271, -0.191, 2.206], [-0.657, 2.312, -0.167], [1.293, 2.107, -2.439], [2.681, -4.628, -0.225], [-3.543, -0.954, 0.947], [-0.701, -2.661, 1.871], [-1.383, -2.841, -1.739], [0.589, -1.895, 0.294], [1.879, -0.745, -2.080], [3.467, -0.873, 0.596], [3.367, -4.374, -0.951], [3.196, 1.752, -0.694], [0.589, 2.275, 2.581], [2.304, 2.206, 3.116], [1.174, 0.838, 3.432], [4.033, 0.095, 1.988], [1.104, 0.924, -3.766], [-1.750, -0.341, -3.301], [1.456, 1.628, 2.733], [1.592, -2.501, -0.322], [-2.514, -0.033, -2.582], [2.777, 2.171, 0.224], [1.028, 0.084, -1.794], [-2.106, -2.924, -0.112], [1.882, 0.869, 1.137], [3.162, -0.375, 1.520], [2.743, -1.120, 2.202]],
  "forces_ev_per_angstrom": [[0.17, -0.19, 0.16], [-0.16, -0.05, -0.08], [0.16, -0.01, 0.03], [0.10, 0.15, 0.13], [0.32, 0.06, 0.10], [0.47, 0.28, 0.20], [-0.49, 1.13, 0.02], [-0.07, -0.06, 0.02], [-1.91, -0.54, -0.99], [0.16, -0.05, 0.22], [-1.81, 2.53, 1.51], [-0.57, 1.09, -0.07], [1.15, -1.07, -0.50], [-0.39, 0.10, 0.32], [-0.15, -0.19, 0.00], [-0.06, 0.23, -0.49], [0.22, -0.05, -0.01], [0.45, 0.23, -0.14], [-0.44, 0.34, 0.22], [0.05, -0.18, 0.13], [-0.28, 0.43, 0.00], [-0.16, 0.18, -0.14], [0.10, 0.02, -0.03], [-0.11, -0.04, 0.04], [0.91, -5.40, 1.89], [-2.21, 2.26, 0.72], [0.06, 0.06, 0.13], [-0.98, 0.23, 0.72], [0.07, 0.09, 0.08], [0.13, 0.06, 0.10], [-0.06, -0.16, -0.17], [0.09, 0.15, 0.01], [-0.23, 0.09, -0.06], [-0.02, 0.03, 0.18], [-0.16, -0.02, -0.01], [-0.52, -0.28, -0.31], [1.52, -0.68, -0.98], [0.64, 0.22, 0.21], [-0.51, -0.23, -0.29], [3.25, -1.42, -3.32], [-0.16, -0.12, -0.23], [1.86, 0.96, 1.02], [-0.49, -0.22, -0.32], [0.10, 0.05, -0.02]],
  "charge": 2,
  "s2": 2.034,
  "homo_ev": [-14.51, -16.18],
  "spin_multiplicity": 3,
  "orbital_gap_ev": [6.39, 5.21],
  "lumo_energy_ev": [-8.123, -10.964]
}



{
  "formula": "C4H4O3",
  "method": "ωB97M-V with the def2-TZVPD basis set",
  "symbols": ["C", "C", "H", "H", "O", "C", "O", "H", "O", "H", "C"],
  "coordinates": [[2.030, -0.242, -0.048], [-1.870, 0.051, 0.184], [-2.641, -0.523, -0.330], [-1.958, -0.070, 1.269], [-0.291, -1.234, -1.120], [-0.513, -0.398, -0.272], [2.779, 0.442, -0.851], [3.167, -0.583, -0.414], [0.598, 1.142, 1.231], [-1.994, 1.120, -0.023], [0.693, 0.293, 0.373]],
  "forces_ev_per_angstrom": [[-0.05, 0.31, -0.05], [-0.06, -0.05, -0.04], [0.13, 0.07, 0.07], [0.04, 0.02, -0.15], [-0.08, 0.38, 0.37], [-0.14, -0.21, -0.26], [-0.19, -0.22, 0.20], [0.24, -0.04, -0.10], [0.07, -0.41, -0.43], [0.05, -0.15, 0.04], [0.00, 0.29, 0.35]],
  "homo_ev": -9.08,
  "e_above_lowest_kj_mol": 463.7,
  "spin_multiplicity": 1,
  "orbital_gap_ev": 8.22,
  "lumo_energy_ev": -0.857
}



{
  "formula": "C25H56N2O7Sr",
  "method": "ωB97M-V with the def2-TZVPD basis set",
  "symbols": ["C", "N", "H", "C", "H", "O", "H", "O", "H", "O", "H", "H", "H", "H", "H", "C", "H", "H", "C", "H", "C", "H", "H", "H", "C", "H", "C", "C", "C", "H", "O", "H", "H", "C", "H", "H", "H", "C", "H", "H", "H", "C", "H", "O", "H", "H", "H", "H", "H", "H", "H", "H", "C", "Sr", "C", "H", "C", "O", "H", "C", "H", "N", "H", "C", "H", "C", "H", "H", "H", "H", "H", "H", "C", "O", "H", "H", "C", "C", "C", "H", "H", "C", "H", "H", "H", "C", "H", "H", "H", "C", "H"],
  "coordinates": [[-22.362, -2.936, 12.263], [-21.639, -7.485, -1.425], [-20.390, -9.216, 10.316], [-20.627, -3.743, 13.879], [-26.548, -1.729, 6.479], [-25.902, -1.892, 4.386], [-17.217, 0.945, 2.207], [-26.012, -4.404, 5.859], [-22.249, -3.814, 11.627], [-17.323, -2.247, 3.280], [-18.212, -9.189, 7.185], [-27.921, -3.758, 6.417], [-23.183, -3.191, 12.933], [-18.414, -0.246, 12.454], [-19.539, -9.272, -2.919], [-20.585, -9.423, -2.653], [-21.070, -7.108, -4.653], [-21.118, -10.545, 9.436], [-17.752, 0.023, 2.433], [-16.819, -0.513, 4.291], [-20.960, -2.609, 12.871], [-27.651, -4.005, 4.692], [-20.327, -1.241, 14.472], [-17.286, -1.673, 10.579], [-20.097, -9.069, 8.081], [-22.982, -9.821, -1.375], [-21.072, -1.248, 13.676], [-21.273, -6.626, -2.591], [-19.739, -8.915, -0.370], [-20.617, -10.512, -2.695], [-21.999, -6.857, -0.173], [-21.287, -3.724, 14.746], [-26.303, -5.315, 5.944], [-17.456, -2.607, 11.114], [-21.902, -9.063, 9.422], [-20.984, -0.324, 13.106], [-17.179, -3.380, 13.680], [-27.212, -3.599, 5.604], [-15.816, -0.831, 2.998], [-17.993, -4.553, 12.666], [-22.082, -4.858, -3.648], [-19.199, -3.795, 14.417], [-18.994, 1.296, 3.113], [-20.154, -7.660, 8.037], [-21.705, -10.786, -0.620], [-18.368, -0.949, 14.063], [-17.720, -3.490, 10.532], [-19.060, -4.792, 14.834], [-22.060, -1.100, 14.114], [-20.993, -4.711, 13.537], [-19.093, -9.753, -0.628], [-18.110, -9.039, 8.964], [-18.144, -3.644, 13.247], [-21.462, -3.385, 4.761], [-22.130, -5.323, -2.664], [-19.164, -7.989, -0.346], [-18.658, -9.486, 8.134], [-18.955, 0.340, 3.046], [-19.522, -5.676, -3.379], [-19.756, -6.344, -2.550], [-19.784, -7.367, 8.873], [-19.879, -2.549, 11.852], [-19.907, -8.993, 0.705], [-20.895, -9.479, 9.386], [-22.680, -7.310, -4.023], [-26.836, -2.119, 5.503], [-16.447, -2.787, 11.486], [-18.476, -10.550, 8.284], [-23.195, -5.461, -2.476], [-17.957, -0.299, 1.412], [-16.789, -2.797, 2.702], [-18.908, -3.128, 15.229], [-18.450, -2.436, 12.263], [-20.219, -1.855, 10.604], [-20.730, -9.511, 7.311], [-21.824, -4.521, -1.992], [-21.028, -8.868, -1.267], [-21.627, -7.464, -3.786], [-21.484, -8.969, -3.782], [-26.400, -1.453, 3.692], [-16.984, -0.956, 13.181], [-22.105, -9.778, -0.730], [-22.349, -9.502, 0.296], [-19.392, -5.883, -1.632], [-19.153, -7.224, -2.771], [-16.868, -0.902, 3.274], [-21.230, -9.427, -4.737], [-22.427, -9.476, -3.579], [-27.721, -1.491, 5.394], [-18.054, -1.098, 13.030], [-22.820, -2.153, 11.658]],
  "forces_ev_per_angstrom": [[0.47, -0.19, -0.94], [-0.73, 1.07, 3.52], [0.22, 0.16, -0.05], [-0.45, 0.25, 0.77], [1.32, -0.30, -0.13], [-0.68, -0.07, 1.66], [0.51, 0.20, 0.44], [-0.62, 0.98, 0.01], [0.04, 0.02, -0.24], [-0.22, 0.02, 0.34], [0.35, 0.00, 0.12], [-0.10, 0.21, 0.14], [0.59, -0.01, 0.90], [-0.05, 0.04, -0.04], [0.15, 0.69, 0.35], [0.27, -0.48, -0.81], [0.08, 0.41, -0.06], [0.48, -0.30, -0.10], [1.31, 0.37, -0.87], [-0.60, -0.15, 0.24], [-0.61, 0.87, 0.82], [-0.16, 0.44, -0.22], [-0.18, 0.14, 0.02], [-0.71, -0.23, -0.63], [-1.67, -0.43, 3.09], [-0.01, 0.17, 0.14], [-0.13, -0.23, -0.06], [-0.05, -0.34, 1.57], [-0.36, 0.56, 0.80], [-0.22, -0.24, 0.72], [1.36, -1.72, -3.81], [-0.27, 0.94, 0.24], [0.01, -0.07, 0.00], [-0.02, 0.31, 0.09], [0.16, 0.56, -0.28], [0.52, -0.34, -0.56], [0.14, -0.22, 0.11], [1.06, -0.56, 0.09], [0.03, -0.12, -0.66], [-0.36, -0.12, 0.02], [0.32, -0.36, -0.32], [1.20, -0.85, -1.75], [-0.25, -0.10, 0.17], [-0.16, 0.47, -0.87], [0.12, -0.17, -0.27], [-0.71, -0.50, -0.13], [-0.14, 0.43, -0.48], [0.07, -0.10, 0.14], [-0.15, -0.62, 0.30], [0.74, -0.20, -0.94], [-0.05, 0.04, -0.26], [-0.21, 0.48, -0.02], [-0.77, 1.21, 0.48], [0.01, -0.02, 0.01], [0.28, 0.16, 0.35], [0.04, 0.06, -0.85], [0.49, -0.73, -0.59], [-1.08, 0.22, 0.75], [0.00, 0.34, -0.05], [0.12, 0.45, -0.69], [0.03, 0.27, 0.07], [-0.57, 1.52, -3.31], [-0.75, -0.38, 0.05], [0.03, -0.57, -0.47], [-0.06, 0.47, -0.03], [-0.21, -0.32, -0.89], [-0.06, -0.29, 0.63], [-0.37, -0.20, -0.26], [0.10, -0.55, 0.15], [0.06, -0.98, 0.03], [0.05, 0.18, -0.06], [-0.57, 0.43, -0.15], [0.24, -0.53, 2.00], [0.95, -1.73, 3.73], [0.63, 0.35, -0.66], [0.30, -0.34, 0.34], [0.96, 0.67, -0.62], [-0.86, -0.14, -2.28], [-0.24, -0.81, 1.16], [-0.01, 0.01, 0.00], [0.37, -0.44, -0.73], [0.12, -0.48, 0.88], [-0.42, 0.38, -0.20], [-0.33, -0.04, 0.09], [-0.22, -0.15, 0.29], [0.07, 0.28, -0.31], [0.53, 0.44, -0.13], [-0.47, 0.40, 0.12], [-0.43, -0.33, -0.67], [-0.26, 0.16, -0.30], [0.64, 0.24, -0.19]],
  "homo_ev": -4.44,
  "spin_multiplicity": 1,
  "orbital_gap_ev": 1.53,
  "lumo_energy_ev": -2.910
}



{
  "formula": "C3H11NO",
  "method": "ωB97M-V with the def2-TZVPD basis set",
  "symbols": ["H", "H", "H", "H", "H", "H", "C", "C", "N", "H", "C", "H", "H", "O", "H", "H"],
  "coordinates": [[-1.464, 0.852, 1.703], [1.211, 0.232, -2.482], [0.409, 2.273, -1.241], [0.745, -0.751, -1.033], [0.844, -2.777, 1.405], [1.897, 1.576, -0.562], [-1.107, 0.954, 0.682], [0.839, 1.405, -0.748], [-0.107, -2.439, 1.262], [-1.720, 1.706, 0.162], [0.582, 0.176, -1.593], [-1.211, -0.015, 0.187], [-0.460, 0.051, -1.895], [0.246, 1.309, 0.539], [-0.559, -3.041, 1.946], [-0.144, -1.511, 1.670]],
  "forces_ev_per_angstrom": [[0.65, 0.28, 0.25], [-0.05, -0.27, -0.04], [0.09, 0.37, -0.29], [0.58, 0.15, -0.04], [0.23, 0.47, -0.44], [0.00, -0.06, -0.03], [0.09, -0.14, -1.97], [-1.36, -0.39, 0.34], [0.32, -0.68, 0.58], [-0.24, -0.21, 0.12], [-0.07, -0.50, 0.03], [-0.66, -0.05, 0.08], [0.01, 0.51, -0.23], [0.93, 0.28, 1.80], [-0.63, 0.12, -0.13], [0.13, 0.12, -0.02]],
  "smiles": "CCOC.N",
  "homo_ev": -9.54,
  "e_above_lowest_kj_mol": 105.7,
  "spin_multiplicity": 1,
  "orbital_gap_ev": 10.57,
  "lumo_energy_ev": 1.030
}



{
  "formula": "C15H16BrNO3S2",
  "method": "ωB97M-V with the def2-TZVPD basis set",
  "symbols": ["H", "H", "H", "O", "C", "O", "C", "H", "C", "C", "C", "C", "H", "S", "H", "H", "C", "O", "H", "H", "C", "C", "N", "S", "C", "C", "C", "Br", "C", "H", "H", "H", "H", "H", "H", "C", "H", "C"],
  "coordinates": [[-4.617, 0.005, 3.105], [4.749, -1.353, 0.425], [-2.285, 0.398, 2.490], [1.851, 0.091, -1.735], [1.903, -3.022, 0.188], [3.739, 1.080, 2.182], [-2.541, 0.192, 1.461], [-0.340, -0.490, -2.148], [-4.093, -0.575, -0.179], [1.366, 1.189, -1.522], [-3.794, -0.321, 1.154], [-4.792, -0.618, 2.231], [-0.642, 0.841, 0.746], [2.783, 0.933, 1.121], [1.670, 3.060, -0.489], [-5.062, -0.974, -0.442], [3.716, -1.646, 0.416], [1.432, 1.369, 1.367], [-1.436, 0.695, -2.886], [3.898, -3.770, -0.151], [-1.608, 0.445, 0.471], [-3.167, -0.321, -1.173], [0.058, 1.452, -1.649], [1.153, -1.532, 0.633], [3.262, -2.944, 0.113], [-0.913, 0.426, -1.962], [3.424, 1.834, -0.339], [0.863, -4.539, -0.132], [2.697, -0.792, 0.708], [2.573, 2.894, -2.014], [-5.807, -0.455, 1.876], [3.993, 1.115, -0.922], [-4.707, -1.661, 2.538], [4.072, 2.613, 0.051], [-3.418, -0.524, -2.205], [-1.914, 0.190, -0.859], [-0.304, 2.347, -1.358], [2.239, 2.371, -1.114]],
  "forces_ev_per_angstrom": [[-0.04, 0.02, 0.08], [0.23, 0.07, 0.00], [0.01, 0.03, 0.14], [0.17, 0.09, -0.34], [-0.16, 0.37, 0.12], [0.32, 0.02, -0.16], [-0.09, -0.04, -0.03], [-0.08, 0.16, -0.05], [0.03, -0.01, 0.03], [0.13, 0.38, -0.31], [0.02, 0.04, 0.00], [0.02, -0.07, 0.00], [0.03, 0.05, -0.02], [0.76, -0.32, 0.39], [0.01, 0.06, -0.10], [-0.12, -0.03, -0.02], [-0.02, 0.38, 0.17], [-0.30, 0.02, -0.24], [0.04, -0.12, 0.09], [0.06, -0.14, -0.03], [-0.02, 0.03, -0.09], [0.10, 0.01, 0.01], [-0.52, 0.12, -0.04], [0.37, -0.65, -0.01], [-0.32, -0.06, -0.04], [0.01, -0.19, -0.21], [-0.44, -0.44, 0.38], [-0.05, -0.06, 0.01], [-0.15, 0.47, 0.16], [-0.01, -0.02, 0.05], [-0.08, 0.01, 0.04], [0.07, -0.02, -0.02], [-0.06, -0.05, 0.08], [0.02, 0.00, 0.14], [-0.04, 0.00, -0.13], [-0.01, 0.08, -0.02], [0.17, -0.01, 0.04], [-0.06, -0.18, -0.05]],
  "smiles": "Cc1ccc(CNC(=O)CCS(=O)(=O)c2ccc(Br)s2)cc1",
  "homo_ev": -8.79,
  "spin_multiplicity": 1,
  "orbital_gap_ev": 9.28,
  "lumo_energy_ev": 0.484
}



{
  "formula": "C9H14N2S",
  "method": "ωB97M-V with the def2-TZVPD basis set",
  "symbols": ["C", "H", "C", "N", "N", "H", "C", "H", "S", "H", "H", "H", "C", "H", "H", "H", "H", "C", "C", "H", "H", "C", "C", "H", "H", "C"],
  "coordinates": [[1.414, 1.650, 0.507], [-0.427, 2.894, 0.807], [-0.015, 2.126, 0.104], [1.858, 0.520, -0.293], [1.357, -0.723, 0.055], [1.156, -0.583, 2.144], [-0.851, -0.352, -0.054], [-1.351, -2.856, -1.080], [-2.718, 1.411, 0.106], [1.393, 1.468, 1.513], [0.135, 2.536, -0.967], [2.267, -0.171, -2.151], [-0.933, 0.991, 0.041], [2.157, 2.370, 0.366], [1.652, -2.230, 1.390], [0.793, 0.980, -2.046], [2.404, 1.675, -1.832], [1.695, -1.107, 1.363], [1.839, 0.761, -1.699], [2.811, -0.922, 1.521], [-4.187, -0.526, 0.309], [-2.167, -2.582, -0.253], [-3.141, -0.267, 0.048], [-3.252, -2.620, -0.384], [-1.856, -3.285, 0.538], [-2.031, -1.159, -0.054]],
  "forces_ev_per_angstrom": [[-1.12, 0.02, -1.75], [0.65, -0.40, -0.77], [1.50, 0.99, -1.54], [-1.05, -1.63, 1.59], [2.06, 0.80, -1.39], [-0.41, -0.24, 0.40], [-1.60, 0.72, -0.19], [-2.54, 0.22, 0.95], [1.25, -1.15, 0.16], [0.17, -1.07, 2.57], [-0.67, 0.00, 1.71], [-0.39, 1.25, -0.09], [-2.45, -0.91, 0.09], [0.86, 1.72, -0.30], [-0.61, 1.11, 0.42], [0.85, -0.56, -0.15], [0.47, -0.06, -0.57], [2.47, -1.23, 0.29], [-0.85, -0.59, -0.52], [-1.13, 0.09, 0.08], [0.76, 0.02, -0.64], [1.77, -1.50, -1.07], [1.01, -1.16, 0.50], [0.31, -1.38, -0.91], [-0.23, 0.68, 0.28], [-1.09, 4.25, 0.83]],
  "s2": 2.016,
  "homo_ev": [-6.46, -8.06],
  "e_above_lowest_kj_mol": 0.0,
  "spin_multiplicity": 3,
  "orbital_gap_ev": [7.30, 7.10],
  "lumo_energy_ev": [0.838, -0.968]
}



Number 1: total energy -2444.4019 Eh. Number 2: total energy -380.3704 Eh. Number 3: total energy -1652.5313 Eh. Number 4: total energy -250.8564 Eh. Number 5: total energy -4232.0561 Eh. Number 6: total energy -858.7810 Eh.